Entry 1:
Here is C51H56CrGe2N3O2S4 as an isolated structure from OMol25. Energies are from ωB97M-V/def2-TZVPD.

```
119
Properties=species:S:1:pos:R:3:forces:R:3
Cr -1.717232 -0.048007 2.429512 0.0 -0.4 0.5
C -4.169913 -1.589078 6.878069 0.2 0.4 -0.3
O -4.176464 -0.767805 5.700438 0.1 -0.1 -0.1
C -3.394560 -1.022856 4.644591 -0.5 0.3 0.4
O -3.428557 -0.238055 3.709953 0.0 -0.2 -0.1
N -2.656794 -2.163540 4.660991 -0.1 0.3 -0.4
N -1.803855 -2.349269 3.567408 -0.1 0.1 -0.1
H -4.914282 -1.160272 7.544016 0.1 0.0 -0.1
H -3.193349 -1.540537 7.355129 0.1 0.0 0.1
H -4.439361 -2.608438 6.644109 -0.1 -0.4 -0.1
H -2.443447 -2.610928 5.530054 0.1 -0.2 0.3
H -1.962247 -3.260841 3.160900 0.0 -0.1 -0.1
H -0.835891 -2.235763 3.846020 0.2 0.0 0.0
C -0.978562 -6.068516 -0.155312 0.4 -0.3 0.2
C -1.294980 -4.762698 -0.818945 -0.2 0.0 0.1
C -0.451321 -4.215646 -1.770987 0.2 0.0 -0.1
C -0.761542 -3.027214 -2.415764 -0.1 0.0 0.0
C 0.194692 -2.422883 -3.410939 0.0 0.3 -0.1
C -1.972238 -2.402870 -2.110609 0.3 0.0 -0.2
C -2.834130 -2.924155 -1.148957 -0.3 0.0 0.1
C -4.140932 -2.240385 -0.832209 -0.1 -0.2 -0.3
C -2.475981 -4.096959 -0.503637 0.2 -0.1 0.0
C -2.374850 -1.223356 -2.908680 -0.2 0.2 -0.1
C -2.962579 -1.492276 -4.158179 0.2 0.0 0.4
C -3.421729 -0.475773 -4.970617 0.1 0.3 0.0
C -3.290940 0.837815 -4.534874 0.1 -0.2 0.4
C -2.715178 1.112584 -3.292574 0.1 0.2 0.0
C -2.227643 0.093626 -2.450997 -0.3 -0.3 -0.8
Ge -1.515907 0.612788 -0.684002 0.5 -0.1 0.3
S -3.006482 1.104713 0.800901 0.0 0.1 -0.1
S -0.374118 -0.975469 0.612065 0.2 0.3 -0.5
Ge 1.327142 0.654562 0.710187 -0.5 -0.3 -0.2
S -0.478996 0.377198 4.567179 0.1 0.3 -0.5
S 0.358179 1.904218 -0.865828 -0.1 -0.2 0.1
C 3.233705 0.169241 0.571454 0.8 0.1 -0.2
C 3.740646 -0.962078 1.233324 0.0 0.0 0.0
C 5.102108 -1.282256 1.156548 -0.3 0.1 0.0
C 5.986621 -0.483642 0.443032 -0.2 -0.1 0.0
C 5.516557 0.668580 -0.163382 -0.4 0.2 0.0
C 4.157091 1.007206 -0.094286 -0.1 -0.2 0.0
C 3.695945 2.289550 -0.703956 0.1 -0.4 0.2
C 3.432081 2.364173 -2.066506 0.0 0.1 -0.1
C 3.584302 1.168063 -2.969002 0.0 0.1 -0.4
C 2.995341 3.577708 -2.588129 -0.1 0.0 -0.6
C 2.796122 4.688215 -1.789994 0.0 0.2 0.2
C 2.324138 6.005383 -2.356797 0.1 0.1 -0.3
C 3.047338 4.575236 -0.421821 0.0 0.1 -0.1
C 3.505972 3.392489 0.138332 -0.2 0.1 0.1
C 3.776631 3.302147 1.623434 0.5 0.3 -0.1
C 2.844135 -1.849933 2.035953 0.1 0.1 -0.2
C 2.202418 -2.921011 1.424132 0.0 -0.2 -0.2
C 2.351379 -3.202790 -0.054001 0.0 0.0 0.1
C 1.405788 -3.760682 2.201859 -0.1 -0.3 -0.2
C 1.243935 -3.552281 3.560697 0.2 -0.1 0.1
C 0.472585 -4.536286 4.406774 -0.2 0.2 0.0
C 1.885554 -2.461641 4.149206 -0.1 0.0 0.1
C 2.686727 -1.607865 3.405986 0.1 0.2 0.2
C 3.392428 -0.444221 4.065108 0.0 -0.1 -0.1
C -2.599841 2.525900 -2.830151 0.0 -0.3 -0.2
C -3.615047 3.088205 -2.065779 -0.1 0.2 0.2
C -4.910656 2.368161 -1.815137 -0.3 0.1 -0.1
C -3.430601 4.372890 -1.560275 -0.1 0.1 0.1
C -2.272246 5.086638 -1.817881 0.1 0.2 -0.1
C -2.059542 6.460004 -1.237020 0.1 0.0 0.1
C -1.292511 4.518520 -2.634814 0.2 0.2 0.1
C -1.442577 3.243719 -3.150548 0.2 0.1 -0.3
C -0.399279 2.648294 -4.071279 0.1 0.2 0.0
H -0.026641 -6.486133 -0.510847 -0.2 0.1 0.1
H -1.758710 -6.803492 -0.345637 -0.1 -0.1 -0.1
H -0.917825 -5.975378 0.934843 0.0 0.1 -0.1
H 0.484518 -4.708242 -2.022272 -0.1 -0.1 0.1
H 1.134342 -2.978387 -3.440236 -0.1 0.0 0.0
H 0.424812 -1.375628 -3.147488 -0.1 -0.3 0.0
H -0.226414 -2.396920 -4.424216 0.1 0.0 0.2
H -4.655784 -1.906429 -1.739813 0.1 0.0 0.1
H -3.985412 -1.358336 -0.218677 0.0 0.2 0.2
H -4.814114 -2.916499 -0.311284 0.0 -0.1 0.1
H -3.143861 -4.526395 0.238249 0.0 0.0 0.0
H -3.054491 -2.529461 -4.464250 0.0 0.0 0.0
H -3.875201 -0.690757 -5.933687 0.0 0.0 0.1
H -3.656424 1.659706 -5.138024 0.0 0.0 0.0
H 5.452939 -2.172017 1.667016 0.0 0.0 0.0
H 7.030663 -0.761203 0.354218 0.0 0.0 0.1
H 6.194992 1.332138 -0.696400 -0.1 -0.1 0.1
H 3.584355 0.229600 -2.422471 0.0 0.0 0.1
H 4.524592 1.212473 -3.542533 -0.2 0.0 0.2
H 2.760824 1.131406 -3.693959 0.2 0.1 0.1
H 2.784619 3.644655 -3.661835 0.1 0.0 0.3
H 2.088549 5.924544 -3.426267 0.0 0.0 0.2
H 3.098420 6.778314 -2.257023 -0.2 -0.2 0.0
H 1.428044 6.364512 -1.844119 0.1 0.0 0.0
H 2.896928 5.444567 0.216213 0.0 -0.1 0.0
H 3.889203 4.305872 2.039504 0.0 0.0 0.0
H 4.709356 2.762164 1.820889 -0.2 0.0 0.0
H 2.984442 2.815136 2.184285 -0.2 -0.2 0.0
H 3.092402 -2.560904 -0.530453 0.0 0.0 0.1
H 1.395864 -3.043253 -0.555364 0.0 0.0 0.0
H 2.648761 -4.244361 -0.222262 -0.1 0.1 0.0
H 0.922189 -4.621243 1.727887 0.1 0.3 0.1
H -0.236646 -5.111971 3.802303 0.1 0.0 0.1
H -0.078584 -4.022009 5.200945 0.0 0.0 -0.1
H 1.137914 -5.232432 4.913496 0.1 -0.1 -0.1
H 1.766410 -2.269419 5.216168 0.0 -0.1 -0.2
H 3.272564 -0.478705 5.148950 0.0 0.0 -0.1
H 2.973030 0.500104 3.697449 0.1 -0.1 0.1
H 4.461642 -0.462920 3.829471 -0.1 0.1 0.1
H -4.802013 1.290459 -1.788621 0.1 -0.2 0.0
H -5.621044 2.588396 -2.621838 0.1 0.0 0.1
H -5.364712 2.673061 -0.870812 0.1 0.1 -0.1
H -4.207689 4.817045 -0.932301 0.2 -0.1 -0.2
H -2.910910 6.772087 -0.630895 0.0 0.0 -0.1
H -1.898374 7.204958 -2.017929 0.0 0.0 0.0
H -1.177620 6.480850 -0.590377 0.0 -0.1 0.0
H -0.376279 5.081563 -2.845601 -0.3 -0.2 0.0
H 0.474789 3.308764 -4.141991 -0.3 -0.1 0.0
H -0.804569 2.490076 -5.078067 0.0 0.1 0.1
H -0.046743 1.679410 -3.708313 -0.1 0.0 0.0
N 1.126408 1.183089 2.452571 -0.2 0.0 0.3
C 0.073291 0.727994 2.977905 0.2 0.1 0.4
```
Positions in Å, forces in eV/Å.

HOMO level (spin up / spin down): -0.275 / -0.255 Eh
LUMO level (spin up / spin down): 0.10 / 0.09 eV
Multiplicity: 4

---

Entry 2:
Here is a 9-piece molecular cluster, C9H36N18O9 overall in a non-equilibrium geometry from OMol25. Energies are from ωB97M-V/def2-TZVPD.

```
72
Properties=species:S:1:pos:R:3:forces:R:3
C -2.839506 3.545258 -0.586864 -1.8 2.6 0.6
O -3.450558 3.905897 0.389504 -1.0 0.1 1.3
N -1.868957 2.702537 -0.601185 3.1 -3.4 0.4
N -2.976788 4.090140 -1.789552 -1.2 1.5 -2.8
H -1.696589 2.365878 -1.537689 0.7 -0.9 0.8
H -1.771510 2.154100 0.241323 0.4 -0.3 -0.5
H -3.794176 4.644333 -2.001338 0.2 -0.1 0.2
H -2.489629 3.683161 -2.575129 -0.3 0.3 0.1
C 1.659593 -4.344255 -1.372106 0.4 1.5 0.7
O 2.663614 -3.705982 -1.185528 3.2 2.0 0.9
N 1.537319 -5.308374 -2.164452 0.7 -5.1 -4.0
N 0.523821 -3.964359 -0.902471 -3.5 1.2 2.4
H 2.372742 -5.654360 -2.614403 -0.4 -0.3 -0.2
H 0.636020 -5.750823 -2.274006 0.6 -0.4 -0.4
H -0.224009 -4.553597 -1.239588 -0.8 1.0 0.6
H 0.452087 -3.371552 -0.087905 -0.3 0.5 0.1
C -3.739365 -0.699848 2.866614 -0.8 0.0 0.2
O -2.908879 -0.896318 2.020961 2.8 -0.3 -2.2
N -4.243208 0.472224 3.172659 -0.7 1.7 0.6
N -4.286341 -1.677445 3.553221 -0.6 -1.4 1.0
H -4.068349 1.273370 2.583006 -0.3 0.0 0.3
H -5.051275 0.336757 3.763239 -0.1 1.5 -0.3
H -3.927006 -2.607255 3.390623 -0.4 0.0 0.5
H -4.897896 -1.367081 4.294687 0.1 -1.3 0.1
C 1.763712 3.040321 -2.291922 1.3 2.4 0.4
O 2.439927 3.721658 -1.519720 -0.4 -0.1 0.1
N 1.915896 1.783945 -2.487415 1.2 -5.2 0.2
N 0.893763 3.522483 -3.166786 -1.5 2.6 -0.5
H 2.713534 1.332364 -2.063210 -0.2 -0.3 -0.1
H 1.441473 1.299633 -3.236054 0.3 0.1 0.2
H 0.250656 2.923015 -3.663939 0.1 0.7 0.1
H 0.775556 4.509776 -2.989629 -0.9 -0.1 -0.7
C -2.845060 -0.891361 -1.978967 -3.9 -0.1 1.3
O -3.544483 -0.784547 -2.938621 -2.2 0.5 -2.0
N -1.601939 -1.128739 -2.065838 4.9 -0.6 -0.1
N -3.266248 -0.915873 -0.675553 -0.8 0.1 0.3
H -1.221024 -1.087473 -3.000343 0.6 0.1 0.6
H -1.187537 -1.077816 -1.146173 1.7 -0.4 -0.8
H -4.259041 -0.896308 -0.490988 0.4 0.3 0.0
H -2.608042 -0.776086 0.077654 -0.6 -0.1 0.0
C -1.536080 -4.075723 2.671424 -0.5 -2.8 0.8
O -1.376540 -5.169917 3.172155 0.4 -1.3 -0.1
N -1.280149 -2.981245 3.282714 1.2 4.3 2.4
N -2.113422 -3.873684 1.501846 -1.2 -0.9 -4.1
H -1.050231 -2.995199 4.266101 0.0 0.0 -0.3
H -1.597649 -2.145209 2.813313 0.2 0.4 0.6
H -2.340200 -2.996066 1.056360 0.2 0.1 0.4
H -2.243056 -4.698010 0.932826 -0.2 0.1 0.2
C 4.737242 -0.047009 -2.029360 0.7 0.1 -0.1
O 3.685941 -0.151193 -1.494948 -4.2 -0.8 2.1
N 5.553663 0.956418 -1.800632 2.0 1.3 -0.3
N 5.207762 -0.882222 -2.934087 1.4 -1.5 -2.0
H 6.396562 0.791597 -2.332087 0.5 1.5 1.0
H 5.426470 1.612108 -1.043005 0.2 -0.2 -0.4
H 4.817852 -1.785326 -3.163126 -0.1 0.4 0.2
H 6.125678 -0.629443 -3.271198 -0.3 -0.9 -0.4
C 2.180759 2.989674 2.567885 1.6 -3.5 -2.1
O 1.439429 2.087101 2.946644 -0.5 -0.5 0.1
N 2.108295 4.198953 2.895434 -2.7 5.5 3.7
N 3.191012 2.864461 1.701571 0.8 -1.7 -0.9
H 1.364474 4.293645 3.572094 0.2 1.1 0.1
H 2.756638 4.948788 2.701808 -0.4 -0.3 0.1
H 3.406922 1.930296 1.384060 0.7 0.6 -0.1
H 3.721948 3.716392 1.590120 0.5 -1.0 -0.8
C 0.403135 -0.228374 0.762875 0.2 2.1 0.0
O 0.080023 -1.260458 0.257540 -1.8 -5.8 -2.0
N 1.414651 0.434127 0.345660 4.1 2.6 -0.9
N -0.315965 0.427653 1.610079 -2.2 0.9 2.2
H 2.092141 0.208406 -0.368590 -0.1 -0.7 0.1
H 1.518126 1.347077 0.765086 0.1 0.0 -0.4
H -1.246382 0.112128 1.844337 0.1 -0.1 0.4
H 0.198654 1.152855 2.088981 -0.4 0.4 0.8
```
Positions in Å, forces in eV/Å.

HOMO level (spin up / spin down): -0.433 / -0.432 Eh
LUMO level (spin up / spin down): -2.39 / -8.49 eV
Multiplicity: 2
Net charge: +1

---

Entry 3:
Here is a 2-piece molecular cluster, C5H12NO overall in a non-equilibrium geometry from OMol25. Energies are from ωB97M-V/def2-TZVPD.

```
19
Properties=species:S:1:pos:R:3:forces:R:3
C 1.200366 1.288618 2.531738 1.1 1.2 0.7
C 1.487642 0.932413 1.070794 -1.2 -1.2 1.1
C 0.443424 -0.079653 0.641518 1.5 -1.8 -0.7
C 0.601853 -0.813851 -0.497582 -0.6 2.0 1.5
N -0.589822 -1.226878 -1.172788 0.4 -1.2 1.0
C -0.677553 -2.179350 -2.050729 0.2 1.0 0.4
H 1.815461 2.146076 2.842231 0.2 -0.3 -0.2
H 0.210096 1.656185 2.817123 -0.2 -0.6 -0.5
H 1.522187 0.464544 3.179687 -0.4 0.1 -0.1
H 1.455907 1.767707 0.376520 0.2 0.1 0.0
H 2.453811 0.416986 1.058123 0.1 0.4 -0.4
H -0.283921 -0.443210 1.374693 -0.5 0.8 -0.3
H 1.447488 -0.529591 -1.115233 -0.1 -0.7 -0.4
H -1.388100 -0.652112 -0.848865 0.1 0.2 -1.9
H -0.124898 -3.100641 -1.887962 0.8 0.5 -0.7
H -1.212191 -1.937400 -2.964242 -1.1 -0.8 0.4
H -2.917095 1.306141 -1.241906 0.3 -0.1 0.0
H -3.019625 0.379427 -2.417811 0.0 -0.1 -0.2
O -2.425030 0.604589 -1.695312 -0.6 0.4 0.2
```
Positions in Å, forces in eV/Å.

HOMO level: -0.506 Eh
LUMO level: -5.67 eV
Multiplicity: 1
Net charge: +1

---

Entry 4:
Here is one molecule with the formula C4H7NO in a non-equilibrium geometry from OMol25. Energies are from ωB97M-V/def2-TZVPD.

```
13
Properties=species:S:1:pos:R:3:forces:R:3
C 0.658108 -0.372504 -0.125902 -2.2 0.7 -1.8
C 1.125660 1.064024 0.056849 -0.1 -0.3 0.2
N -0.502908 -0.749155 0.643690 -0.2 -0.1 -0.4
O 1.686943 -1.237789 0.204155 0.8 -0.3 -1.0
C -1.596663 -0.445285 -0.098360 -2.5 0.8 2.5
C -2.746537 -0.081548 -0.302507 1.6 -0.5 -0.6
H 1.830572 -1.898993 -0.484646 -0.2 0.0 0.2
H -0.493120 -0.551700 1.638651 -0.3 0.1 -0.2
H -0.074658 -0.367899 -1.156239 3.6 -0.5 1.1
H 1.916065 1.295377 -0.653907 0.0 0.0 0.0
H 1.504711 1.202751 1.071836 0.1 0.0 0.0
H 0.293429 1.746026 -0.100626 -0.1 0.1 0.0
H -3.601603 0.396694 -0.692995 -0.4 0.0 -0.1
```
Positions in Å, forces in eV/Å.

HOMO level: -0.317 Eh
LUMO level: 0.83 eV
SMILES string: C#CN[C@@H](C)O
Multiplicity: 1

---

Entry 5:
Here is C16H18Cl3FeN4O8 as an isolated structure in a non-equilibrium geometry from OMol25. Energies are from ωB97M-V/def2-TZVPD.

```
50
Properties=species:S:1:pos:R:3:forces:R:3
Fe 0.570366 -1.038025 -1.266688 0.4 0.0 -0.4
O -3.036752 2.736042 2.257544 -0.1 0.1 0.1
C -3.323829 1.626633 1.349617 0.1 -0.2 -0.2
C -0.647134 -3.874018 0.226415 0.2 -0.1 -0.4
N 0.635863 -4.008261 0.019035 -0.5 0.2 0.2
C 1.671707 -3.581654 0.968138 0.0 -0.3 0.0
C 1.518847 -2.155668 1.464410 0.4 0.4 0.4
O 1.962345 -1.919940 2.588658 0.0 -0.1 0.1
O 1.016217 -1.275350 0.701163 -0.5 0.0 -0.6
C 1.146587 -4.615958 -1.192571 0.1 -0.2 -0.2
C 2.063298 -3.691437 -2.021361 -0.1 0.3 0.0
O 2.890690 -4.241974 -2.741997 -0.2 0.2 0.2
O 1.870480 -2.425438 -1.886419 0.1 -0.6 -0.1
H -3.858808 3.046930 2.653038 0.1 0.1 0.0
H -4.856988 -1.376147 -1.193119 0.0 0.0 0.1
H -4.431901 1.474676 1.379007 0.1 0.1 0.1
H -2.348981 -1.647194 -1.981093 0.1 -0.2 -0.2
H -0.773833 -3.368373 1.197613 0.1 0.0 0.1
H 2.656525 -3.664235 0.503760 0.0 0.0 0.0
H 1.663928 -4.229362 1.844399 0.0 0.0 0.0
H 0.292875 -4.916667 -1.798900 0.0 0.1 0.0
H 1.714633 -5.511208 -0.929400 0.1 0.0 -0.1
N -0.749202 2.697728 -0.051707 -0.1 0.3 0.2
C 0.103664 3.242400 -0.979043 0.0 0.1 -0.2
C 0.794297 2.195582 -1.509677 -0.1 0.0 0.1
N 0.375500 1.032213 -0.897451 0.2 -0.1 -0.1
C -0.536835 1.389526 -0.016706 -0.5 -0.5 -0.2
H -1.510780 3.105204 0.487709 0.1 -0.1 -0.1
H 0.124548 4.295151 -1.197419 0.0 0.0 0.0
H 1.541130 2.193930 -2.283140 0.0 0.0 0.0
H -1.167361 0.751688 0.593622 0.2 0.2 0.1
Cl -6.040386 -1.882164 -1.292123 0.0 0.0 0.0
C -2.243158 0.338792 -4.092230 0.5 -0.2 0.3
Cl -2.395569 2.007186 -3.606772 0.3 -0.3 -0.1
Cl -2.485461 -0.819897 -1.015857 -0.4 0.0 0.2
C -0.843776 -0.162249 -4.048665 -0.5 -0.2 -0.9
O -0.627394 0.050346 -5.272322 -0.1 0.3 0.7
O -0.161499 -0.833147 -3.242146 0.0 0.3 0.5
O 3.661292 2.797352 0.807874 0.0 0.1 0.1
N 2.588231 2.616626 1.499737 0.1 -0.2 0.0
C 1.837254 3.672114 1.896396 -0.1 0.0 0.1
C 0.676635 3.494500 2.618425 0.1 0.0 0.0
C 0.245250 2.218156 2.949761 0.1 0.0 0.1
C 1.032595 1.148394 2.553876 0.0 0.1 0.1
C 2.188813 1.368000 1.839352 0.0 0.0 0.0
H 2.221752 4.624854 1.568279 0.0 0.0 0.0
H 0.094974 4.368339 2.882121 0.0 0.0 0.0
H -0.699382 2.056384 3.448411 -0.1 0.1 0.0
H 0.762238 0.118393 2.737229 0.0 0.1 0.1
H 2.816515 0.571241 1.481201 0.1 0.0 -0.1
```
Positions in Å, forces in eV/Å.

HOMO level (spin up / spin down): 0.002 / -0.056 Eh
LUMO level (spin up / spin down): 4.51 / 4.51 eV
Multiplicity: 6
Net charge: -2

---

Entry 6:
Here is a 2-piece molecular cluster, C3H10N4O2 overall in a non-equilibrium geometry from OMol25. Energies are from ωB97M-V/def2-TZVPD.

```
19
Properties=species:S:1:pos:R:3:forces:R:3
C -1.963629 -0.628512 -1.573147 -0.4 -0.2 0.2
C -1.174196 0.560017 -1.113286 0.9 0.2 0.1
N -0.661722 0.660184 2.307932 0.3 -0.2 -0.7
O -0.025360 -0.503574 1.684138 1.5 0.9 -1.1
O -1.638162 1.469575 -0.445125 0.0 -0.3 -0.3
H -1.255398 0.997323 1.539128 0.1 0.0 0.3
H 0.114990 1.338059 2.303688 -0.3 -0.1 0.2
H -2.917577 -0.653818 -1.040270 0.2 0.0 -0.1
H -1.418597 -1.551046 -1.357832 0.0 0.1 -0.2
H -2.153254 -0.547034 -2.646282 0.0 -0.1 0.1
C 1.228224 -0.188467 1.130550 -0.2 1.0 2.3
N 1.926217 -1.308596 0.809320 -0.7 -0.6 -0.3
N 0.157644 0.544968 -1.470414 -0.6 0.4 0.0
N 1.729542 0.996681 1.214361 -0.6 -0.8 -0.4
H 1.369349 -2.154432 0.783169 0.4 0.0 -0.2
H 2.706772 -1.189445 0.180559 -0.3 -0.3 0.1
H 0.698768 1.365024 -1.216410 -0.1 -0.4 0.0
H 0.554507 -0.163038 -2.070780 -0.2 0.2 0.1
H 2.721882 0.956131 0.980701 -0.3 0.2 0.0
```
Positions in Å, forces in eV/Å.

HOMO level: -0.348 Eh
LUMO level: 0.47 eV
SMILES string: [H]/N=C(\N)ON.CC(N)=O
Multiplicity: 1

---

Computed ΔE to the lowest compared entry with this formula, charge and spin (eV) in order:
0.091, 0.795, 2.778, 4.112, 7.918, 1.983